C18H30F3IrN3O3 | ωB97M-V/def2-TZVPD

Properties
E_tot = -40726.4129 eV
F_max = 1.8 eV Å⁻¹
ΔE to the lowest compared entry with this formula, charge and spin = 0.148 eV
2S+1 = 1
total charge = +3

Each line ends with the Löwdin charge.
CARTESIAN COORDINATES (ANGSTROEM)
1 Ir -0.03 0.20 -0.36  1.483
2 C -0.25 2.90 1.46  0.011
3 O -0.77 1.57 1.16  -0.329
4 C -1.18 0.88 2.37  -0.125
5 C -1.77 -0.44 1.95  -0.078
6 O -0.83 -1.13 1.06  -0.316
7 C 0.15 -1.99 1.70  -0.097
8 C 1.40 -1.22 1.99  -0.127
9 O 1.79 -0.54 0.77  -0.287
10 C 3.02 0.22 0.97  0.009
11 H -0.99 3.43 2.06  0.122
12 H -0.09 3.42 0.52  0.079
13 H 0.69 2.82 2.01  0.112
14 H -1.93 1.48 2.89  0.163
15 H -0.32 0.77 3.03  0.134
16 H -2.68 -0.30 1.36  0.151
17 H -2.00 -1.07 2.80  0.160
18 H 0.34 -2.79 1.00  0.127
19 H -0.28 -2.41 2.61  0.164
20 H 2.19 -1.91 2.30  0.167
21 H 1.27 -0.48 2.79  0.134
22 H 3.80 -0.46 1.31  0.126
23 H 2.85 1.00 1.71  0.113
24 H 3.30 0.65 0.02  0.078
25 C 0.59 -1.19 -2.97  -0.097
26 C 0.13 -2.10 -4.19  -0.066
27 N -1.18 -2.55 -3.82  -0.161
28 C -1.18 -3.44 -2.69  -0.062
29 C -0.70 -2.54 -1.46  -0.095
30 N -0.47 -1.16 -1.93  -0.275
31 C -1.71 -0.61 -2.49  -0.088
32 C -2.15 -1.53 -3.75  -0.052
33 H 0.77 -0.18 -3.34  0.103
34 H 1.51 -1.60 -2.54  0.134
35 H 0.80 -2.94 -4.31  0.144
36 H 0.08 -1.52 -5.10  0.143
37 H -0.48 -4.25 -2.86  0.145
38 H -2.17 -3.83 -2.52  0.145
39 H 0.22 -2.95 -1.05  0.123
40 H -1.48 -2.55 -0.70  0.124
41 H -1.55 0.42 -2.82  0.119
42 H -2.50 -0.64 -1.74  0.133
43 H -2.14 -0.94 -4.67  0.147
44 H -3.14 -1.94 -3.59  0.148
45 F 1.72 5.17 -4.85  0.197
46 C 2.47 4.91 -3.78  -0.606
47 F 2.47 5.97 -2.98  0.197
48 F 3.71 4.65 -4.17  0.191
49 C 1.87 3.72 -3.04  -0.029
50 C 2.60 2.57 -2.79  0.078
51 C 2.01 1.54 -2.09  -0.105
52 N 0.75 1.61 -1.62  -0.127
53 C 0.03 2.73 -1.89  -0.101
54 C 0.55 3.79 -2.59  0.069
55 H 3.62 2.47 -3.14  0.151
56 H 2.54 0.62 -1.89  0.113
57 H -0.99 2.74 -1.53  0.131
58 H -0.06 4.66 -2.79  0.157

C18H30F4O6S2 | ωB97M-V/def2-TZVPD

Properties
E_tot = -63974.0989 eV
F_max = 0.6 eV Å⁻¹
SMILES string = C#C[C@@](CCCCCCCCCCC)(OCS(=O)(=O)C(F)(F)F)[C@H](OC)S(=O)(=O)F
ΔE to the lowest compared entry with this formula, charge and spin = 0.000 eV
2S+1 = 1
total charge = 0

Each line ends with the Löwdin charge.
CARTESIAN COORDINATES (ANGSTROEM)
1 C -1.05 -1.47 -0.09  0.190
2 C -0.66 -0.83 0.83  -0.049
3 C -0.17 -0.10 2.01  -0.408
4 C 0.35 1.30 1.64  -0.093
5 C -0.71 2.34 1.23  -0.169
6 C -1.37 2.13 -0.13  -0.203
7 C -0.37 1.87 -1.26  -0.218
8 C -1.06 1.84 -2.64  -0.194
9 C -1.63 0.46 -2.99  -0.184
10 C -0.69 -0.57 -3.68  -0.189
11 C 0.73 -0.16 -4.06  -0.211
12 C 1.75 -0.12 -2.91  -0.223
13 C 3.18 -0.45 -3.37  -0.258
14 C 3.82 0.69 -4.18  -0.102
15 O -1.13 0.00 3.06  -0.073
16 C -2.47 0.14 2.71  -0.242
17 S -3.50 -1.32 2.95  0.779
18 O -2.90 -2.52 2.45  -0.254
19 O -4.81 -0.91 2.52  -0.277
20 C -3.61 -1.49 4.82  -0.666
21 F -2.90 -2.52 5.24  0.163
22 F -4.88 -1.68 5.13  0.148
23 F -3.18 -0.38 5.42  0.143
24 C 1.05 -0.84 2.63  -0.329
25 O 2.05 -0.96 1.68  -0.144
26 C 3.39 -0.74 2.11  -0.047
27 S 0.66 -2.49 3.29  0.697
28 O 0.38 -3.43 2.27  -0.213
29 O -0.12 -2.38 4.47  -0.236
30 F 2.14 -2.78 3.77  -0.149
31 H -1.35 -2.04 -0.95  0.063
32 H 0.84 1.68 2.55  0.134
33 H 1.11 1.22 0.87  0.124
34 H -0.20 3.31 1.20  0.120
35 H -1.46 2.43 2.02  0.106
36 H -2.11 1.33 -0.11  0.096
37 H -1.93 3.05 -0.37  0.117
38 H 0.40 2.65 -1.23  0.121
39 H 0.09 0.90 -1.08  0.074
40 H -0.40 2.22 -3.42  0.102
41 H -1.90 2.54 -2.59  0.106
42 H -2.03 0.03 -2.07  0.080
43 H -2.49 0.61 -3.64  0.104
44 H -0.62 -1.48 -3.07  0.086
45 H -1.19 -0.89 -4.60  0.102
46 H 1.09 -0.92 -4.77  0.110
47 H 0.73 0.78 -4.62  0.102
48 H 1.45 -0.85 -2.16  0.107
49 H 1.78 0.88 -2.46  0.097
50 H 3.16 -1.37 -3.96  0.100
51 H 3.78 -0.66 -2.48  0.097
52 H 3.06 1.39 -4.53  0.064
53 H 4.35 0.32 -5.06  0.066
54 H 4.54 1.25 -3.58  0.066
55 H -2.93 0.89 3.37  0.127
56 H -2.65 0.43 1.67  0.105
57 H 1.35 -0.27 3.51  0.152
58 H 3.99 -1.61 1.83  0.098
59 H 3.45 -0.62 3.19  0.093
60 H 3.78 0.14 1.60  0.094

C18H30N2O2P | ωB97M-V/def2-TZVPD

Properties
E_tot = -35517.4893 eV
F_max = 1.1 eV Å⁻¹
SMILES string = CCC[C@H](C)N(CCC)[C@@](Cc1cccc(C)c1)([PH2]=N)C(=O)[O-]
2S+1 = 1
total charge = -1

Each line ends with the Löwdin charge.
CARTESIAN COORDINATES (ANGSTROEM)
1 C 1.27 -1.44 2.73  -0.134
2 C 2.69 -0.88 2.54  -0.252
3 C 3.06 -0.35 1.13  -0.167
4 C 2.32 -0.99 -0.06  -0.339
5 C 3.28 -1.12 -1.27  -0.054
6 N 1.01 -0.40 -0.39  -0.077
7 C 0.26 -1.17 -1.37  -0.208
8 C 0.47 -2.68 -1.33  -0.230
9 C -0.06 -3.36 -0.06  -0.100
10 C 0.82 1.07 -0.39  -0.418
11 C -0.31 1.59 -1.35  -0.117
12 C -1.79 1.31 -1.15  -0.208
13 C -2.47 0.53 -2.08  -0.071
14 C -3.84 0.31 -1.97  -0.091
15 C -4.55 0.87 -0.92  -0.073
16 C -3.90 1.68 0.01  -0.275
17 C -4.66 2.32 1.15  -0.058
18 C -2.53 1.90 -0.13  -0.025
19 P 0.35 1.66 1.30  0.800
20 N -0.06 3.15 1.61  -0.307
21 C 2.08 1.87 -0.89  -0.718
22 O 2.57 2.65 -0.06  -0.053
23 O 2.35 1.67 -2.10  -0.036
24 H 0.90 -1.22 3.73  0.068
25 H 1.27 -2.53 2.64  0.056
26 H 0.58 -1.06 1.99  0.019
27 H 2.83 -0.05 3.24  0.089
28 H 3.41 -1.64 2.84  0.093
29 H 3.01 0.73 1.10  0.073
30 H 4.11 -0.59 0.97  0.107
31 H 2.13 -2.01 0.27  0.104
32 H 3.73 -2.12 -1.28  0.072
33 H 4.09 -0.39 -1.23  0.073
34 H 2.77 -0.95 -2.21  0.067
35 H -0.80 -1.04 -1.17  0.100
36 H 0.45 -0.82 -2.40  0.117
37 H 1.51 -2.95 -1.51  0.086
38 H -0.09 -3.07 -2.19  0.103
39 H -0.72 -4.19 -0.30  0.061
40 H -0.65 -2.65 0.53  0.072
41 H 0.73 -3.74 0.58  0.056
42 H -0.18 2.67 -1.36  0.129
43 H -0.03 1.27 -2.35  0.105
44 H -1.93 0.09 -2.91  0.106
45 H -4.34 -0.31 -2.71  0.092
46 H -5.62 0.69 -0.83  0.099
47 H -4.00 2.45 2.01  0.077
48 H -5.48 1.68 1.46  0.069
49 H -5.05 3.30 0.86  0.077
50 H -2.03 2.55 0.58  0.071
51 H 1.31 1.18 2.20  -0.001
52 H -0.69 0.75 1.58  0.011
53 H 0.15 3.77 0.84  -0.038

C18H30N3O3 | ωB97M-V/def2-TZVPD

Properties
E_tot = -29746.5565 eV
F_max = 9.1 eV Å⁻¹
ΔE to the lowest compared entry with this formula, charge and spin = 14.011 eV
2S+1 = 1
total charge = +1

Each line ends with the Löwdin charge.
CARTESIAN COORDINATES (ANGSTROEM)
1 C -2.21 1.69 4.56  -0.142
2 C -2.74 3.16 4.00  -0.250
3 C -3.88 3.05 2.83  -0.237
4 N -3.42 2.41 1.54  -0.067
5 C -1.99 2.74 1.19  -0.146
6 C -1.55 4.33 0.98  0.007
7 C 0.02 4.72 0.61  0.033
8 C 1.09 3.49 0.45  -0.021
9 C 0.65 1.91 0.60  -0.012
10 C -0.90 1.49 0.98  0.043
11 C 1.99 0.96 0.36  -0.193
12 O 2.12 -0.37 0.50  -0.053
13 N 3.01 2.01 -0.03  -0.041
14 C 4.11 1.60 -0.98  -0.199
15 C 4.23 2.51 -2.34  -0.120
16 C 2.72 3.49 0.12  -0.204
17 O 3.54 4.56 0.05  -0.008
18 H -3.00 1.15 5.27  0.088
19 H -1.77 0.99 3.73  0.051
20 H -1.29 1.95 5.28  0.087
21 H -3.26 3.68 4.93  0.119
22 H -1.83 3.88 3.73  0.109
23 H -4.36 4.12 2.64  0.122
24 H -4.77 2.38 3.24  0.136
25 H -3.63 1.39 1.49  0.109
26 H -2.36 5.18 1.14  0.113
27 H 0.43 5.81 0.48  0.110
28 H -1.22 0.35 1.09  0.090
29 H 4.04 0.46 -1.33  0.129
30 H 5.15 1.71 -0.40  0.140
31 H 3.26 3.11 -2.61  0.086
32 H 5.10 3.29 -2.17  0.088
33 H 4.53 1.90 -3.31  0.087
34 C -1.43 -4.58 -2.49  0.014
35 N 0.08 -4.43 -2.27  -0.342
36 C 0.77 -4.67 -3.61  0.013
37 C 0.54 -5.48 -1.28  0.019
38 C 0.44 -3.00 -1.80  -0.066
39 C -0.15 -2.60 -0.43  -0.221
40 O -1.57 -2.63 -0.44  -0.081
41 H -1.61 -5.49 -3.07  0.109
42 H -1.93 -4.68 -1.53  0.100
43 H -1.79 -3.71 -3.05  0.116
44 H 0.53 -5.68 -3.95  0.110
45 H 1.85 -4.57 -3.46  0.111
46 H 0.41 -3.93 -4.33  0.113
47 H -0.01 -5.36 -0.34  0.105
48 H 1.62 -5.35 -1.12  0.116
49 H 0.33 -6.47 -1.70  0.114
50 H 0.07 -2.32 -2.58  0.142
51 H 1.53 -2.94 -1.76  0.142
52 H 0.16 -1.57 -0.20  0.097
53 H 0.22 -3.25 0.37  0.124
54 H -1.88 -2.36 0.44  0.112